The following is a DFT calculation (ωB97M-V/def2-TZVPD) of C17H31F3IrO2P2 as an isolated structure in a non-equilibrium geometry.

Summary:
Lowest unoccupied orbital energy (spin up / spin down) = -5.841 / -9.391 eV
⟨S²⟩ = 8.76
Gap between HOMO and LUMO (spin up / spin down) = 0.2062 / 0.2264 Eh
Electronic energy = -51772.0016 eV
ΔE to the lowest compared entry with this formula, charge and spin = 0.0 kJ/mol

Structure (ORCA input):
```
! wB97M-V def2-TZVPD RIJCOSX def2/J DEFGRID3
* xyz 2 6
P 0.5588 1.8346 1.7759
P -3.0662 -1.5058 -0.7884
C -0.7069 0.5217 -0.6345
C -2.0786 0.0070 -1.0654
H -0.0840 0.2041 -1.5299
H -0.7899 1.6318 -0.7011
H -2.7793 0.8397 -0.8695
H -2.0037 -0.0397 -2.1790
C -2.0957 -2.9815 -0.6281
H -2.7894 -3.8279 -0.5423
H -1.4598 -2.9220 0.2639
H -1.4589 -3.1517 -1.5042
C -4.3332 -1.4455 -2.0357
H -4.2027 -2.2875 -2.7120
H -4.2102 -0.5166 -2.6023
H -5.3207 -1.4596 -1.5736
C 1.9750 2.0555 2.9294
H 1.6577 2.7409 3.7111
H 2.8601 2.4554 2.3997
H 2.2365 1.0765 3.3653
C 0.5154 3.4535 0.9068
H -0.3599 3.4474 0.2514
H 1.4191 3.6237 0.3081
H 0.4035 4.2177 1.6737
Ir 1.2215 -0.1091 -0.1562
C 1.4420 -0.8403 -2.1236
C 1.6981 -1.8445 -1.1080
C 3.1297 -2.2610 -0.8541
C 3.9904 -1.0127 -0.5308
C 3.2126 0.1367 0.0632
C 2.6469 1.2375 -0.6620
C 2.6823 1.3857 -2.1773
C 2.3585 0.0685 -2.9058
C -0.9225 2.0595 2.8697
H 0.5068 -1.0416 -2.6819
H 0.9442 -2.6145 -1.0245
H 3.5566 -2.8539 -1.6895
H 3.1245 -2.9780 -0.0185
H 4.6582 -1.3221 0.2891
H 4.6012 -0.7160 -1.3992
H 3.4996 0.3857 1.0932
H 2.6591 2.1870 -0.1175
H 3.6520 1.7923 -2.5102
H 1.9439 2.1683 -2.4752
H 1.7901 0.3545 -3.7958
H 3.2402 -0.4565 -3.2974
H -1.8052 2.2536 2.2530
H -0.6892 2.8870 3.5491
H -1.0845 1.1190 3.4259
F -3.8246 -0.0162 3.7934
C -4.0634 -1.1312 3.0532
F -3.8293 -2.2181 3.8235
F -5.3760 -1.1385 2.7276
C -3.1268 -1.1363 1.8154
O -1.9053 -1.0282 1.8844
O -3.8186 -1.2884 0.6673
*
```

---

The following is a DFT calculation (ωB97M-V/def2-TZVPD) of a 13-piece molecular cluster, C44H72O34 overall in a non-equilibrium geometry.

Summary:
Lowest unoccupied orbital energy = 0.029 eV
Gap between HOMO and LUMO = 0.3831 Eh
Electronic energy = -116411.4982 eV

Structure (ORCA input):
```
! wB97M-V def2-TZVPD RIJCOSX def2/J DEFGRID3
* xyz 0 1
C -18.4996 24.9089 -7.5487
C -18.2118 26.2965 -7.0649
O -19.4035 27.0292 -7.2499
C -20.4184 26.1531 -7.4805
O -21.5777 26.3720 -7.4516
O -19.8806 24.9706 -7.7233
H -18.2565 24.1502 -6.8156
H -17.9850 24.7281 -8.5007
H -17.3598 26.6811 -7.6185
H -17.9354 26.3795 -5.9754
C -18.3273 11.5501 -1.8589
C -16.8496 11.9597 -1.9121
O -16.8757 13.2070 -2.4360
C -18.0903 13.6301 -2.6746
O -18.3350 14.6924 -3.2161
O -18.9685 12.7167 -2.4099
H -18.7569 11.3331 -0.8884
H -18.4864 10.6509 -2.4509
H -16.3383 11.2584 -2.6105
H -16.4306 11.8589 -0.8990
C -23.9085 18.0739 -9.7920
C -25.3355 18.4683 -10.1573
O -25.7469 17.3046 -10.8190
C -24.6557 16.6590 -11.3501
O -24.7691 15.7278 -12.0673
O -23.5160 17.2707 -10.8552
H -23.9253 17.3635 -8.9267
H -23.1719 18.8604 -9.6473
H -25.2507 19.3471 -10.8274
H -25.9658 18.7429 -9.3150
C -15.5377 22.5851 -3.0490
C -16.6087 22.3948 -1.9240
O -17.8077 22.1870 -2.6786
C -17.6612 22.9324 -3.8179
O -18.5803 23.1919 -4.5296
O -16.3569 23.2394 -4.0750
H -15.3273 21.5658 -3.3604
H -14.7391 23.1922 -2.7501
H -16.6628 23.3745 -1.4135
H -16.4738 21.5528 -1.2510
C -15.9040 14.4252 -8.0956
C -17.2485 14.1012 -7.4678
O -17.5362 15.3478 -6.7839
C -16.8049 16.2941 -7.3407
O -16.9095 17.4919 -7.1265
O -15.8764 15.8263 -8.1585
H -15.8319 14.1283 -9.1590
H -15.0698 14.1514 -7.4494
H -17.1602 13.3616 -6.6792
H -18.0665 13.8645 -8.1252
C -22.5224 23.2603 -5.8750
C -23.9634 22.9040 -5.3074
O -24.4004 21.8994 -6.1671
C -23.4177 21.5014 -6.9366
O -23.4029 20.5837 -7.6670
O -22.3009 22.1936 -6.7553
H -21.7431 23.3202 -5.0987
H -22.4749 24.1986 -6.4737
H -24.5755 23.7964 -5.3485
H -23.9502 22.4599 -4.2954
C -20.0018 17.8571 -2.1494
C -19.7393 19.3443 -2.0771
O -20.8384 19.8544 -1.2769
C -21.1842 18.8211 -0.4269
O -21.8746 18.9399 0.5255
O -20.6872 17.6300 -0.9029
H -19.0637 17.2562 -2.2071
H -20.6405 17.6146 -3.0062
H -19.6466 19.7029 -3.0881
H -18.7770 19.5179 -1.6234
C -19.5960 16.4191 -10.4914
C -18.6308 17.6295 -10.3722
O -17.4190 17.2281 -10.8985
C -17.4233 15.9039 -11.0164
O -16.4930 15.2558 -11.4278
O -18.6303 15.4001 -10.6961
H -20.2671 16.4009 -11.3480
H -20.0805 16.2619 -9.5269
H -18.5266 17.9194 -9.3424
H -19.0926 18.4600 -10.9305
O -13.0806 20.8700 -7.3779
C -14.2895 20.9456 -7.4989
O -14.9156 21.6665 -8.4719
C -14.0186 22.1841 -9.4450
C -13.4719 23.5500 -9.0064
C -15.2912 20.3342 -6.5365
H -14.6168 22.3729 -10.3302
H -13.2673 21.4420 -9.6229
H -14.2619 24.2762 -8.9883
H -12.7317 23.9754 -9.7007
H -12.9120 23.5233 -8.0801
H -16.2793 20.3239 -6.9848
H -15.3518 20.9445 -5.6381
H -14.8587 19.3550 -6.3130
O -22.8526 12.9906 -1.7404
C -23.2491 14.0125 -2.2870
O -23.9802 13.9267 -3.3933
C -24.3658 12.5785 -3.8210
C -25.6712 12.2311 -3.1262
C -22.9059 15.4435 -1.9879
H -23.5403 11.9631 -3.5084
H -24.4031 12.6676 -4.8964
H -26.2591 11.3788 -3.5437
H -26.3784 13.0406 -3.0993
H -25.4485 11.9640 -2.1004
H -22.7935 15.5887 -0.9164
H -23.5986 16.1368 -2.4241
H -21.8943 15.5994 -2.4480
O -16.3194 18.8778 -0.8066
C -16.7817 17.7465 -0.7546
O -16.6695 16.8611 -1.7485
C -15.8382 17.2331 -2.8607
C -16.5134 18.1580 -3.8627
C -17.5621 17.1554 0.4033
H -15.6821 16.2382 -3.3197
H -14.9145 17.5835 -2.4213
H -16.7036 19.0997 -3.3271
H -17.4577 17.7712 -4.1060
H -15.9188 18.2639 -4.7690
H -17.4924 17.7917 1.2936
H -17.1713 16.1482 0.6066
H -18.5953 17.0483 0.0460
O -21.8660 10.5105 -6.3046
C -21.4727 11.6031 -5.9866
O -21.8786 12.7370 -6.5117
C -22.8459 12.6730 -7.6532
C -23.0077 14.0852 -8.1799
C -20.3108 11.8496 -5.0612
H -23.7664 12.3296 -7.2306
H -22.4615 12.0419 -8.4242
H -23.7963 13.9984 -8.8873
H -22.0184 14.4438 -8.6092
H -23.4310 14.7076 -7.4138
H -19.6830 10.9638 -4.9871
H -20.5880 12.1430 -4.0500
H -19.7541 12.7358 -5.4147
O -20.6024 17.0042 -7.4495
C -20.7295 17.1200 -6.2593
O -20.3325 18.2660 -5.6809
C -19.8098 19.2083 -6.5984
C -19.3251 20.3850 -5.8343
C -21.2177 16.0773 -5.2945
H -20.5633 19.4330 -7.3467
H -18.9343 18.7983 -7.0485
H -18.6044 20.0905 -4.9972
H -20.1235 20.9751 -5.3768
H -18.8095 21.1321 -6.4256
H -21.7191 15.2332 -5.8079
H -21.8474 16.5585 -4.5065
H -20.3305 15.6482 -4.8469
*
```